Record 1
Molecular formula: C28H42NO2SiZn
Method: DFT, ωB97M-V with the def2-TZVPD basis set

Output
**E_HOMO**: -2.14 eV
**Energy above the lowest of the compared OMol25 structures with the same formula, charge and spin**: 0.000 eV
**Charge**: -1

Last column: Löwdin charge in e.
Atoms and positions in Å:
1 O -0.325166 -0.154253 -5.072405  -0.278
2 C -1.497813 -1.050776 -5.447114  -0.078
3 C -1.287679 -0.876900 -6.933836  -0.063
4 H -2.406358 -0.595507 -5.029459  0.118
5 H -1.330078 -2.064081 -5.067858  0.127
6 C -0.204031 0.169764 -6.610541  -0.446
7 H -2.171767 -0.499468 -7.456111  0.126
8 H -0.909404 -1.786884 -7.409986  0.124
9 C -0.635415 1.606831 -6.816919  -0.012
10 H -1.709079 1.759006 -6.634748  0.079
11 H -0.426629 1.936227 -7.848511  0.105
12 H -0.080056 2.269725 -6.129535  0.097
13 C 1.223780 -0.052741 -7.067198  -0.016
14 H 1.595924 -1.045180 -6.801263  0.092
15 H 1.856353 0.720051 -6.612658  0.096
16 H 1.294607 0.061931 -8.156965  0.100
17 Zn 0.610699 -0.373025 -3.565866  0.880
18 C 1.399406 -1.974060 -0.402441  -0.095
19 C 0.161127 -1.418846 -0.728548  -0.085
20 C -0.111382 -1.640547 -2.113998  -0.288
21 H -0.515284 -0.954669 -0.024172  0.082
22 C 1.127266 -2.266925 -2.682966  -0.273
23 C 2.010132 -2.466946 -1.569155  -0.122
24 H 2.965456 -2.991951 -1.595051  0.089
25 H 1.819144 -2.022098 0.598011  0.104
26 H -1.119703 -1.708049 -2.509003  0.081
27 H 1.198952 -2.867083 -3.596329  0.071
28 C 1.783447 1.265660 0.799870  -0.178
29 C 2.208651 1.259426 -0.555083  -0.199
30 C 1.176167 1.832072 -1.344307  -0.240
31 H 3.171281 0.904950 -0.922602  0.069
32 C 0.116013 2.199684 -0.461184  -0.200
33 C 0.489623 1.865717 0.868269  -0.139
34 H -0.114141 1.985957 1.768968  0.082
35 H 2.356262 0.902914 1.653544  0.074
36 H 1.212274 2.056328 -2.419563  0.019
37 H -0.810760 2.680222 -0.750184  0.050
38 O -2.954388 2.725641 -5.223138  -0.197
39 C -2.144580 2.947605 -4.029606  -0.160
40 C -2.464720 1.786611 -3.063800  -0.158
41 H -2.388758 3.924882 -3.541515  0.130
42 H -1.080135 2.987399 -4.339544  0.105
43 C -3.890325 1.361833 -3.433312  -0.156
44 H -2.353155 2.050422 -2.015943  0.078
45 H -1.731698 0.993359 -3.258476  0.074
46 C -4.159043 2.059307 -4.791561  -0.190
47 H -4.611310 1.699345 -2.681743  0.108
48 H -3.967695 0.281426 -3.539685  0.094
49 H -4.934206 2.830736 -4.619585  0.114
50 H -4.502729 1.363978 -5.583770  0.114
51 C -3.123559 0.120633 0.035816  -0.188
52 Si -3.257815 -0.108335 1.905536  0.334
53 C -3.960075 1.459557 2.681913  -0.199
54 C -4.382842 -1.531243 2.337645  -0.197
55 N -1.651942 -0.386524 2.468708  -0.058
56 C -0.932354 -0.648491 3.532855  -0.423
57 C 0.504919 -0.731004 3.430876  -0.070
58 C 1.303759 -0.899880 4.547871  -0.150
59 C 0.728580 -1.060718 5.811964  -0.187
60 C -0.662773 -1.043783 5.957610  -0.167
61 C -1.491501 -0.853040 4.861280  -0.075
62 H -4.038005 0.571741 -0.380819  0.013
63 H -2.955985 -0.839183 -0.474215  0.019
64 H -2.272544 0.770265 -0.216001  0.001
65 H -5.017899 1.578278 2.400590  0.007
66 H -3.901002 1.413499 3.779215  0.018
67 H -3.412625 2.353277 2.348628  0.018
68 H -4.365023 -2.304757 1.561830  0.012
69 H -4.077890 -2.008427 3.275448  0.016
70 H -5.422977 -1.203723 2.454978  0.010
71 H 0.920791 -0.606398 2.426244  0.058
72 H 2.381825 -0.908583 4.415163  0.081
73 H 1.358987 -1.196977 6.682695  0.062
74 H -1.116620 -1.179632 6.938864  0.077
75 H -2.586211 -0.821476 4.962875  0.078

Cartesian forces, eV/Å:
O -2.4 -0.2 -4.4
C 0.3 0.2 1.0
C 0.3 0.0 0.2
H 0.3 -0.2 -0.1
H -0.1 0.3 0.1
C 0.3 0.6 0.3
H 0.4 0.0 0.0
H 0.0 0.3 0.0
C -0.2 0.3 0.0
H 0.4 -0.1 0.1
H 0.1 -0.3 0.3
H -0.2 -0.3 -0.4
C -0.1 -0.1 0.1
H 0.0 0.1 0.0
H 0.0 -0.2 -0.1
H -0.1 0.0 0.2
Zn 2.0 0.4 3.8
C 0.4 -0.1 -0.7
C -0.5 -0.4 -0.9
C 0.6 -0.4 1.2
H 0.0 0.1 0.1
C 0.2 -0.5 0.4
C -0.6 0.2 -0.1
H -0.2 0.3 -0.2
H -0.1 0.2 -0.2
H 0.0 -0.1 -0.1
H -0.2 0.1 0.3
C 0.2 0.4 -0.9
C 0.1 -0.3 1.0
C -0.6 -0.1 -0.5
H -0.2 0.0 0.1
C 0.1 -0.3 0.7
C 0.2 -0.1 -1.2
H 0.2 -0.1 -0.4
H -0.1 0.1 -0.3
H 0.2 0.3 0.3
H 0.1 0.0 0.0
O 0.0 -0.4 1.1
C -0.2 0.3 0.2
C 0.5 0.1 -0.6
H 0.0 -0.6 -0.6
H -0.7 -0.1 0.2
C 0.2 0.2 -0.4
H 0.0 0.1 -0.1
H -0.3 0.0 0.2
C -0.3 0.5 0.2
H 0.1 -0.2 -0.2
H -0.1 -0.1 0.2
H 0.2 -0.3 -0.4
H 0.3 0.4 0.3
C -0.3 0.1 -0.3
Si 3.1 -0.1 1.4
C -0.4 0.2 -0.2
C -0.7 -0.4 -0.1
N -1.7 0.3 -1.9
C -0.2 -0.2 0.9
C -0.3 0.0 0.1
C -0.6 0.0 -0.4
C 0.1 0.0 0.5
C -0.1 0.0 -0.4
C 0.4 0.1 -0.5
H 0.1 -0.1 0.0
H -0.1 0.1 0.1
H -0.1 -0.1 0.3
H 0.1 0.1 0.1
H 0.0 -0.1 -0.3
H -0.1 -0.2 0.1
H 0.0 0.0 0.0
H 0.1 0.2 -0.1
H 0.0 -0.1 0.0
H -0.1 0.0 0.4
H 0.0 0.0 0.1
H 0.0 0.0 0.0
H 0.1 0.0 0.0
H 0.5 0.0 0.0

Record 2
Molecular formula: C19H24N4O2
Method: DFT, ωB97M-V with the def2-TZVPD basis set

Output
**E_HOMO**: -8.15 eV
**Energy above the lowest of the compared OMol25 structures with the same formula, charge and spin**: 5.264 eV

Last column: Löwdin charge in e.
Atoms and positions in Å:
1 O -1.423608 -2.816725 -7.882100  0.028
2 N -2.018669 -2.512947 -4.285486  0.147
3 N -1.779895 -1.281059 -0.257139  0.155
4 O -1.394018 0.273913 1.373129  0.001
5 C -1.460627 -2.439699 -6.703943  -0.450
6 C -1.364388 -1.398856 -4.033178  -0.186
7 C -0.558850 -1.331249 -6.402926  0.034
8 C -0.630864 -0.701502 -5.143754  0.028
9 C -1.829418 -1.622771 -1.522040  -0.077
10 C -1.519225 -0.016248 0.056171  -0.363
11 C -1.175590 0.851883 -0.950039  0.015
12 C -1.191467 0.514353 -2.329883  -0.006
13 C -1.460686 -0.799724 -2.616451  -0.148
14 N -2.117929 -3.001352 -5.614017  -0.083
15 N 1.689273 0.846252 3.328521  -0.111
16 C -2.934872 -4.204398 -5.738043  -0.029
17 C 1.716560 0.388919 1.837457  -0.151
18 C 0.342575 1.040608 3.856445  -0.193
19 C 2.350205 3.865840 4.764230  -0.182
20 C 0.925125 -0.889110 1.625789  -0.114
21 C -0.504401 -0.171752 3.538833  -0.130
22 C 2.246007 3.472509 3.264427  -0.131
23 C 2.818305 2.456734 5.046348  -0.162
24 C -0.556728 -0.662607 2.107834  -0.281
25 C 2.665861 1.980978 3.555288  -0.243
26 H 0.092535 -0.930392 -7.199843  0.125
27 H -0.161178 0.301645 -5.018088  0.106
28 H -2.046367 -2.655317 -1.836728  0.117
29 H -1.005492 1.871853 -0.670016  0.110
30 H -0.778404 1.238846 -3.019205  0.108
31 H -3.814672 -4.149534 -5.086857  0.085
32 H -3.435410 -4.424198 -6.682993  0.088
33 H -2.252841 -5.040538 -5.473287  0.102
34 H 2.759674 0.291814 1.433467  0.126
35 H 1.250607 1.186039 1.241421  0.109
36 H 0.492318 1.147569 4.929332  0.122
37 H -0.011889 1.887165 3.336716  0.100
38 H 1.446841 4.202040 5.310790  0.107
39 H 3.124208 4.607632 5.041096  0.101
40 H 1.437025 -1.624879 2.196319  0.102
41 H 0.953939 -1.221760 0.521482  0.138
42 H -0.207852 -0.925272 4.258295  0.123
43 H -1.449354 0.239295 3.897966  0.122
44 H 1.259066 3.602075 2.901253  0.073
45 H 2.916027 3.983710 2.544403  0.108
46 H 3.850271 2.452122 5.414498  0.108
47 H 2.197010 2.035133 5.778464  0.073
48 H -1.093961 -1.637826 2.179455  0.146
49 H 3.645221 1.720789 3.126587  0.131

Cartesian forces, eV/Å:
O -1.4 -0.7 1.2
N 0.1 0.5 -1.2
N -0.9 -0.6 0.1
O 0.9 0.2 -0.2
C 2.0 -0.1 -1.0
C -0.4 0.3 -1.2
C -0.4 2.2 3.5
C -0.1 -1.1 -1.4
C 0.7 -0.6 -1.6
C 1.0 -1.4 -0.7
C -0.7 1.5 -0.9
C 0.9 -0.1 1.9
C -0.3 -1.1 -1.1
N 0.1 1.4 0.6
N 2.8 -0.4 -1.8
C 0.0 -0.9 0.7
C 0.0 1.5 1.0
C 2.4 -1.0 -1.2
C 0.7 1.1 -0.2
C -1.2 1.1 -2.0
C -0.6 1.4 1.3
C 0.7 0.4 -0.5
C 1.0 -0.2 -0.1
C 0.1 -1.5 1.2
C -1.1 -0.1 1.0
H -0.8 -0.4 0.4
H -0.2 -1.1 0.2
H -0.1 0.3 0.8
H 0.4 0.4 0.1
H -0.4 0.0 -0.2
H 0.7 0.1 0.5
H 1.0 0.7 -0.5
H -0.9 0.2 -0.1
H -0.8 0.1 0.9
H 0.0 0.1 -0.1
H -0.6 0.3 0.0
H -1.3 1.5 0.0
H 0.2 -0.4 -0.7
H -0.4 -0.2 -0.5
H -0.2 -1.1 0.7
H 0.0 0.6 1.6
H 0.0 -0.6 -0.3
H -0.7 -0.8 -0.4
H -1.0 0.0 -0.6
H -0.3 -0.1 0.6
H -0.2 -0.3 -0.1
H -0.7 -1.3 0.9
H 0.4 0.6 -0.6
H -0.5 -0.1 0.0

Record 3
Molecular formula: C9H14
Method: DFT, ωB97M-V with the def2-TZVPD basis set

Output
**E_HOMO**: -8.97 eV
**Energy above the lowest of the compared OMol25 structures with the same formula, charge and spin**: 0.588 eV

Last column: Löwdin charge in e.
Atoms and positions in Å:
1 C 0.005730 -0.587238 -2.095093  -0.057
2 C 1.198920 2.670279 -0.598739  -0.087
3 C 0.750433 2.525876 0.730033  -0.100
4 C 0.980072 1.654425 -1.495697  -0.056
5 C 0.284446 0.500780 -1.090210  -0.275
6 C -0.142938 1.534721 1.056647  -0.083
7 C -0.305324 0.471810 0.155910  -0.068
8 H 1.584054 3.655799 -0.799256  0.098
9 H 0.966225 3.333257 1.413446  0.095
10 H 1.392648 1.660662 -2.504027  0.113
11 H -0.615653 1.371511 2.018503  0.103
12 H -0.219732 -0.190539 -3.080183  0.073
13 H -0.804099 -1.236277 -1.775597  0.069
14 H -0.978140 -0.304798 0.482085  0.089
15 H 0.885757 -1.220371 -2.269909  0.083
16 C -0.381794 -2.990247 1.444759  -0.166
17 C -1.773915 -3.608095 1.584058  -0.173
18 H -0.322122 -1.943228 1.762253  0.040
19 H 0.226760 -3.480939 2.198494  0.063
20 H -0.032470 -3.015324 0.412824  0.063
21 H -1.657949 -4.682371 1.396820  0.059
22 H -2.515056 -3.290905 0.847293  0.058
23 H -2.194201 -3.603816 2.586040  0.059

Cartesian forces, eV/Å:
C 0.7 -0.4 -0.1
C -0.4 0.0 1.3
C -0.7 1.0 -0.4
C 0.3 -0.6 -0.1
C -0.5 0.1 -0.7
C 0.8 -1.6 -0.1
C -0.3 0.8 0.4
H 0.6 -0.2 -0.6
H 0.0 0.1 0.2
H -0.2 0.3 0.1
H 0.2 0.6 0.1
H -0.3 0.2 0.0
H -0.1 0.0 0.0
H 0.0 -0.4 -0.4
H -0.1 0.0 0.2
C -0.7 0.8 0.9
C 0.1 -1.0 -0.5
H -0.3 0.0 -0.2
H 0.7 -0.4 -0.5
H 0.3 -0.4 0.2
H 0.0 0.0 -0.1
H 0.1 0.4 0.2
H 0.0 0.6 0.1